[1]
Computed, not measured: a molecular structure, C33H40N4P2SeTi at a distorted geometry, with the ωB97M-V functional and the def2-TZVPD basis.

Each line ends with the Mulliken charge.
Geometry (Å):
Ti -0.384 -2.373 1.803  -0.09
C -0.141 2.298 3.604  -0.54
C -1.032 1.730 2.789  -0.35
C -1.053 1.577 1.296  -0.71
C -0.063 0.517 0.763  5.16
C 1.374 0.945 0.770  0.20
C 2.020 2.025 1.250  -0.33
C 1.402 3.258 1.786  -0.97
C 1.015 3.224 3.279  -0.74
C 1.312 -1.866 2.935  -0.84
H -0.368 2.262 4.683  0.27
H -1.804 1.080 3.239  0.14
H -0.949 2.524 0.725  0.28
H -2.057 1.149 1.119  0.37
H -0.319 -0.515 1.307  -1.96
H -0.333 0.276 -0.289  -1.94
H 2.031 0.127 0.439  -0.14
H 3.121 2.039 1.336  0.37
H 0.501 3.485 1.203  0.18
H 2.136 4.078 1.658  0.45
H 1.853 3.004 3.953  0.37
H 0.762 4.250 3.549  0.42
H 0.686 -1.325 3.670  0.15
H 1.863 -1.107 2.384  0.15
H 1.917 -2.588 3.526  0.37
P 1.565 -1.181 -1.644  -0.12
P -2.181 -0.071 -1.680  0.00
N 2.962 -0.086 -2.157  0.53
N 2.080 -2.460 -2.748  0.61
N -2.240 1.454 -2.678  0.65
N -3.673 -0.675 -2.457  0.38
C 0.414 -0.307 -2.802  -1.09
C -0.991 -0.939 -2.755  -1.43
C 4.132 -0.037 -1.400  -0.49
C 5.022 0.850 -1.994  -0.75
C 4.387 1.369 -3.159  -0.73
C 3.127 0.785 -3.234  -0.28
C 2.433 -3.751 -2.326  -0.49
C 2.880 -4.480 -3.425  -0.65
C 2.823 -3.605 -4.567  -0.60
C 2.334 -2.380 -4.126  -0.31
C -2.171 2.739 -2.123  -0.48
C -2.128 3.680 -3.132  -0.69
C -2.066 2.975 -4.372  -0.74
C -2.185 1.624 -4.064  -0.52
C -4.577 -0.098 -3.356  -0.36
C -5.395 -1.096 -3.882  -0.67
C -4.999 -2.333 -3.271  -0.62
C -3.953 -2.051 -2.408  -0.38
H 0.785 -0.346 -3.843  0.51
H 0.394 0.759 -2.526  0.83
H -1.372 -1.037 -3.780  0.41
H -0.932 -1.958 -2.335  0.80
H 4.206 -0.637 -0.502  0.42
H 6.013 1.078 -1.635  0.44
H 4.793 2.072 -3.873  0.45
H 2.345 0.943 -3.964  0.42
H 2.330 -4.015 -1.285  0.41
H 3.218 -5.503 -3.423  0.43
H 3.120 -3.838 -5.580  0.44
H 2.126 -1.478 -4.679  0.34
H -2.175 2.851 -1.047  0.42
H -2.184 4.767 -3.002  0.41
H -1.932 3.412 -5.361  0.46
H -2.274 0.774 -4.744  0.47
H -4.572 0.963 -3.548  0.45
H -6.177 -0.958 -4.612  0.43
H -5.432 -3.304 -3.433  0.44
H -3.387 -2.682 -1.744  0.36
Se -1.573 -2.410 3.778  -0.20
C -1.092 -1.549 5.641  -0.34
C -1.570 -0.274 5.950  -0.13
C -1.272 0.331 7.191  -0.61
C -0.500 -0.345 8.143  -0.41
C -0.044 -1.634 7.845  -0.41
C -0.349 -2.238 6.606  -0.21
H -2.187 0.249 5.221  0.46
H -1.655 1.325 7.427  0.39
H -0.276 0.114 9.107  0.37
H 0.541 -2.180 8.586  0.34
H -0.009 -3.254 6.401  0.39

Values from the calculation:
Highest occupied orbital energy (alpha / beta) = -7.23 / -8.02 eV
Spin multiplicity = 3
LUMO energy (alpha / beta) = -0.815 / -1.133 eV
Total charge = 0
Orbital gap (alpha / beta) = 0.236 / 0.253 hartree
⟨S²⟩ = 2.010

[2]
Computed, not measured: a gas-phase ion, C33H40N5O2 (charge +1) at a distorted geometry, with the ωB97M-V functional and the def2-TZVPD basis.

Each line ends with the Mulliken charge.
Geometry (Å):
C -2.542 -1.424 -6.390  -0.93
O -2.016 -0.920 -5.154  -0.43
C -1.543 -1.785 -4.218  -0.04
C -1.590 -3.197 -4.344  -0.77
C -1.088 -4.002 -3.321  -1.12
C -0.578 -3.382 -2.188  -0.68
C -0.529 -1.968 -2.008  1.50
C -1.017 -1.161 -3.044  -0.20
C -0.177 -1.759 -0.611  0.23
C -0.264 -0.476 0.116  1.49
C -1.193 -0.629 1.314  0.71
C -2.075 -1.676 1.649  -1.19
N -2.814 -1.334 2.774  0.19
C -3.821 -2.136 3.465  -1.00
C -2.495 -0.031 3.118  -0.87
C -2.889 0.714 4.225  -0.76
C -2.250 1.935 4.424  -1.03
C -1.234 2.398 3.525  0.29
O -0.535 3.508 3.868  -0.49
C 0.274 4.085 2.841  -0.41
C -0.929 1.679 2.338  1.01
C -1.520 0.446 2.198  -0.70
N 1.162 0.329 -0.216  0.68
C 1.010 1.016 -1.468  -1.37
C 0.415 2.358 -1.223  1.85
C 1.233 3.422 -0.835  -0.05
C 0.712 4.705 -0.724  -1.18
C -0.670 4.890 -0.850  -0.61
C -1.498 3.806 -1.169  -0.86
C -0.957 2.543 -1.407  -0.08
C 2.422 0.216 0.295  0.24
N 2.607 -0.068 1.600  0.34
C 3.640 0.607 2.405  -1.27
C 1.571 -0.727 2.369  -0.64
N 3.567 0.372 -0.458  0.38
C 4.807 -0.320 -0.057  -1.33
C 3.902 1.342 -1.516  -1.27
C -0.052 -3.014 -0.026  -0.78
N -0.319 -3.984 -0.962  0.13
C -0.550 -5.381 -0.632  -1.00
H -2.921 -0.535 -6.894  0.25
H -1.758 -1.890 -6.998  0.36
H -3.351 -2.143 -6.219  0.36
H -2.010 -3.648 -5.251  0.35
H -1.121 -5.091 -3.395  0.21
H -1.065 -0.085 -2.966  0.56
H -0.855 0.250 -0.475  -0.17
H -2.153 -2.707 1.310  0.63
H -3.885 -1.783 4.507  0.33
H -4.822 -2.034 3.011  0.32
H -3.563 -3.207 3.452  0.34
H -3.687 0.336 4.870  0.28
H -2.513 2.558 5.282  0.44
H 0.660 5.000 3.285  0.35
H 1.104 3.413 2.565  0.10
H -0.315 4.335 1.946  0.18
H -0.217 2.008 1.581  0.11
H 1.959 1.114 -1.961  1.15
H 0.442 0.434 -2.177  -0.84
H 2.295 3.244 -0.621  0.26
H 1.396 5.535 -0.503  0.39
H -1.084 5.886 -0.706  0.40
H -2.588 3.926 -1.216  0.40
H -1.576 1.692 -1.717  0.20
H 4.130 1.394 1.819  0.41
H 3.160 1.069 3.280  0.39
H 4.382 -0.134 2.731  0.34
H 1.030 -1.462 1.760  -0.15
H 2.027 -1.295 3.192  0.57
H 0.872 0.005 2.797  0.41
H 4.612 -1.134 0.649  0.37
H 5.271 -0.778 -0.947  0.42
H 5.536 0.400 0.370  0.43
H 3.300 2.260 -1.598  0.59
H 4.933 1.695 -1.357  0.40
H 3.945 0.860 -2.504  0.31
H 0.088 -3.274 1.015  0.54
H -0.398 -5.989 -1.531  0.36
H 0.137 -5.672 0.171  0.37
H -1.577 -5.547 -0.259  0.30

Values from the calculation:
Highest occupied orbital energy = -9.90 eV
LUMO energy = -1.963 eV
Total charge = +1
Orbital gap = 0.292 hartree

[3]
Computed, not measured: a molecular structure, C33H40N6NiOS at a distorted geometry, with the ωB97M-V functional and the def2-TZVPD basis.

Each line ends with the Mulliken charge.
Geometry (Å):
Ni 1.768 0.946 -1.636  -0.52
C 1.964 -0.101 -4.292  -0.51
C 1.077 -1.333 -4.082  -0.96
C 0.236 -1.298 -2.788  -1.51
N 1.057 -0.929 -1.667  0.90
C 1.657 -1.786 -0.872  0.60
C 1.554 -3.188 -0.999  -0.72
C 1.921 -4.177 -0.114  -0.63
C 2.383 -4.067 1.191  -0.70
C 2.736 -2.902 1.866  -0.55
C 2.861 -1.623 1.376  -0.11
C 2.560 -1.115 0.089  1.38
N 3.010 0.030 -0.381  -0.40
C 3.921 0.882 0.342  -1.08
C 3.232 1.869 1.315  -1.01
C 1.740 2.149 1.062  0.47
N 1.366 2.364 -0.318  -0.55
C 0.183 2.881 -0.616  0.67
C -0.758 3.234 0.378  0.55
C -2.007 3.815 0.292  -0.23
C -2.630 4.414 -0.789  -0.66
C -2.129 4.501 -2.085  -0.48
C -1.061 3.839 -2.632  -0.88
C -0.130 2.922 -2.071  1.03
N 0.545 2.064 -2.804  -0.26
C 0.205 1.820 -4.184  -0.81
C 1.308 1.099 -4.974  -1.06
H 2.377 0.237 -3.307  0.18
H 2.823 -0.395 -4.902  0.43
H 0.404 -1.461 -4.931  0.50
H 1.731 -2.205 -4.033  0.34
H -0.550 -0.543 -2.880  0.51
H -0.247 -2.274 -2.644  0.55
H 1.134 -3.539 -1.934  0.26
H 1.766 -5.188 -0.476  0.33
H 2.488 -4.992 1.741  0.31
H 3.013 -3.027 2.906  0.31
H 3.261 -0.898 2.073  0.20
H 4.662 0.285 0.887  0.40
H 4.465 1.462 -0.413  0.44
H 3.294 1.480 2.333  0.33
H 3.789 2.805 1.285  0.40
H 1.156 1.297 1.440  -0.61
H 1.485 3.021 1.678  0.85
H -0.499 2.919 1.378  -0.38
H -2.553 3.845 1.227  0.22
H -3.592 4.873 -0.608  0.36
H -2.700 5.119 -2.772  0.35
H -0.924 4.012 -3.692  0.23
H -0.714 1.219 -4.207  0.32
H -0.007 2.748 -4.732  0.49
H 0.879 0.794 -5.933  0.37
H 2.098 1.823 -5.185  0.47
C -4.886 -4.073 1.113  -1.44
C -3.886 -2.954 0.875  0.22
C -2.458 -3.482 0.680  -1.10
N -1.574 -2.419 0.245  0.26
C -1.107 -1.427 1.054  -0.84
S -1.057 0.113 0.479  0.01
N -0.620 -1.837 2.275  0.34
C -0.203 -1.116 3.384  -0.16
O 0.484 -1.680 4.210  -0.64
C -0.658 0.285 3.555  0.28
C -1.972 0.687 3.328  0.37
C -2.342 1.995 3.570  -0.77
C -1.410 2.911 4.036  -0.41
C -0.112 2.508 4.300  -0.82
C 0.260 1.197 4.072  -0.52
H -5.889 -3.667 1.218  0.40
H -4.640 -4.627 2.013  0.34
H -4.883 -4.766 0.277  0.35
H -3.893 -2.262 1.719  0.01
H -4.176 -2.393 -0.015  0.34
H -2.451 -4.254 -0.093  0.46
H -2.088 -3.922 1.608  0.31
H -1.841 -2.044 -0.659  0.31
H -0.312 -2.807 2.316  0.31
H -2.702 -0.021 2.964  0.44
H -3.360 2.310 3.395  0.45
H -1.703 3.937 4.205  0.40
H 0.605 3.217 4.686  0.38
H 1.266 0.866 4.280  0.59

Values from the calculation:
Highest occupied orbital energy (alpha / beta) = -6.54 / -6.73 eV
Spin multiplicity = 3
LUMO energy (alpha / beta) = 0.304 / 0.245 eV
Total charge = 0
Orbital gap (alpha / beta) = 0.251 / 0.256 hartree
⟨S²⟩ = 2.014

no.,DFT total energy (eV)
1,-147862.662
2,-46406.979
3,-97736.158